{"formula": "C3H9N3", "method": "ωB97M-V/def2-TZVPD", "homo_ev": -9.35, "e_above_lowest_kcal_mol": 33.7, "orbital_gap_ev": 10.4, "smiles": "[H]/N=C/N.C=NC", "spin_multiplicity": 1, "energy_ev": -7726.1119, "symbols": ["H", "N", "C", "N", "H", "H", "H", "C", "N", "C", "H", "H", "H", "H", "H"], "xyz": [[-1.27617, 0.66171, -2.48929], [-1.75171, -0.11401, -2.04622], [-1.63301, -0.00444, -0.78537], [-2.19186, -0.93117, 0.05540], [-1.05498, 0.77536, -0.29610], [-2.35450, -0.65427, 1.01145], [-2.90497, -1.50708, -0.37376], [1.54097, -0.99099, 1.06226], [1.33125, 0.21272, 1.37889], [1.68204, 1.20103, 0.36565], [1.31785, -1.77423, 1.77932], [1.93432, -1.26466, 0.07792], [1.54343, 2.21591, 0.72738], [2.72903, 1.11241, 0.06683], [1.08831, 1.06171, -0.53435]], "atomic_forces_ev_per_a": [[0.1, 0.0, -0.2], [0.0, 0.2, 0.1], [-0.2, -0.4, -0.2], [-0.1, 0.1, 0.2], [-0.1, 0.1, 0.2], [0.0, -0.1, -0.1], [0.1, 0.1, 0.1], [-0.1, 0.4, 0.0], [0.1, -0.1, 0.0], [0.3, 0.1, -0.1], [0.0, -0.1, 0.0], [0.1, -0.2, 0.0], [-0.2, 0.0, 0.1], [0.1, -0.1, 0.0], [-0.1, 0.0, -0.1]]}

---

{"formula": "C64H144F15N5O19P2S5", "method": "ωB97M-V/def2-TZVPD", "homo_ev": -12.52, "total_charge": 2, "orbital_gap_ev": 9.7, "spin_multiplicity": 1, "energy_ev": -228563.3771, "symbols": ["C", "C", "C", "O", "C", "N", "H", "H", "H", "H", "H", "H", "H", "H", "H", "H", "H", "H", "C", "C", "C", "O", "C", "N", "H", "H", "H", "H", "H", "H", "H", "H", "H", "H", "H", "H", "C", "C", "C", "O", "C", "N", "H", "H", "H", "H", "H", "H", "H", "H", "H", "H", "H", "H", "C", "C", "C", "O", "C", "N", "H", "H", "H", "H", "H", "H", "H", "H", "H", "H", "H", "H", "C", "C", "C", "C", "N", "C", "C", "C", "C", "C", "C", "C", "H", "H", "H", "H", "H", "H", "H", "H", "H", "H", "H", "H", "H", "H", "H", "H", "H", "H", "H", "H", "H", "H", "H", "H", "C", "C", "C", "C", "P", "C", "C", "C", "C", "C", "C", "C", "C", "C", "C", "C", "C", "H", "H", "H", "H", "H", "H", "H", "H", "H", "H", "H", "H", "H", "H", "H", "H", "H", "H", "H", "H", "H", "H", "H", "H", "H", "H", "H", "H", "H", "H", "H", "H", "H", "H", "H", "H", "C", "C", "C", "C", "P", "C", "C", "C", "C", "C", "C", "C", "C", "C", "C", "C", "C", "H", "H", "H", "H", "H", "H", "H", "H", "H", "H", "H", "H", "H", "H", "H", "H", "H", "H", "H", "H", "H", "H", "H", "H", "H", "H", "H", "H", "H", "H", "H", "H", "H", "H", "H", "H", "C", "F", "F", "F", "S", "O", "O", "O", "C", "F", "F", "F", "S", "O", "O", "O", "C", "F", "F", "F", "S", "O", "O", "O", "C", "F", "F", "F", "S", "O", "O", "O", "C", "F", "F", "F", "S", "O", "O", "O"], "xyz": [[10.70698, -2.16268, -3.53154], [9.24047, -2.49998, -3.14289], [8.92496, -1.71359, -1.86063], [7.77711, -2.26707, -1.28385], [7.13572, -1.50972, -0.23468], [8.37037, -1.96022, -4.21817], [8.01654, -2.60464, -4.92416], [7.47869, -1.53052, -3.77702], [8.68710, -1.15506, -4.76430], [11.47576, -2.44824, -2.83077], [10.76358, -1.06976, -3.50890], [10.96401, -2.52064, -4.54359], [9.10852, -3.55439, -2.95667], [8.82074, -0.63528, -2.06644], [9.79280, -1.83792, -1.19148], [7.77733, -1.32814, 0.60964], [6.26062, -2.06949, 0.07187], [6.75314, -0.58068, -0.63146], [2.95409, 1.20650, 1.17273], [2.13110, -0.05053, 1.03268], [0.77594, 0.05140, 0.24756], [1.08732, 0.58292, -1.02807], [0.17468, 0.24018, -2.11654], [2.98437, -1.00501, 0.26054], [3.04836, -0.71353, -0.74533], [3.94766, -1.00548, 0.62082], [2.65174, -1.99648, 0.30144], [3.18176, 1.61835, 0.15776], [3.94674, 0.94923, 1.54876], [2.40169, 1.93227, 1.80076], [1.92831, -0.54638, 1.97915], [0.05937, 0.74702, 0.77480], [0.37542, -0.96689, 0.24950], [0.03954, -0.83678, -2.02259], [0.71561, 0.48586, -3.01200], [-0.69666, 0.77394, -2.00655], [3.34404, -5.50560, 5.13869], [1.90317, -5.16048, 4.90950], [1.05457, -5.26303, 6.26153], [-0.22704, -4.86791, 6.03409], [-0.95229, -4.32904, 7.21996], [1.66557, -3.82484, 4.24506], [2.56233, -3.35500, 4.04446], [1.22559, -3.88978, 3.30663], [1.03510, -3.21847, 4.80167], [3.55359, -6.36763, 5.78368], [3.84659, -4.63997, 5.59772], [3.94072, -5.72519, 4.24948], [1.44559, -5.91403, 4.28670], [1.46261, -4.63237, 7.07753], [1.20789, -6.27225, 6.64412], [-1.41382, -3.39834, 6.87919], [-0.28047, -4.11909, 8.01568], [-1.71370, -5.04880, 7.49877], [4.33215, -4.44638, -1.30527], [5.32124, -5.56334, -0.95988], [6.45012, -5.21072, -0.09715], [7.32284, -6.29380, 0.01192], [8.20104, -6.09337, 1.11484], [4.45817, -6.57363, -0.10840], [5.04511, -7.28120, 0.30431], [3.97401, -6.04128, 0.61823], [3.69054, -6.99898, -0.61791], [3.76549, -4.75566, -2.16819], [4.90968, -3.56373, -1.55705], [3.75407, -4.19714, -0.42781], [5.74438, -6.17815, -1.75182], [6.08887, -4.81794, 0.86204], [6.97918, -4.40685, -0.62554], [8.85234, -6.96296, 1.23430], [7.54082, -5.95658, 1.98414], [8.69090, -5.12522, 1.04727], [-3.04089, 3.24208, -11.37129], [-1.62397, 3.65349, -11.05593], [-1.29355, 3.36698, -9.55011], [-1.24018, 1.87643, -9.38926], [-0.96738, 1.48065, -7.96482], [0.49844, 1.56867, -7.64234], [0.69320, 0.56268, -6.50063], [-0.02219, -0.61278, -7.09409], [-1.21163, -0.05588, -7.88135], [-1.81260, 2.27621, -7.01339], [-3.31147, 2.11856, -7.22682], [-4.05938, 3.04611, -6.27561], [-3.10776, 2.16863, -11.66356], [-3.33103, 3.80385, -12.25411], [-3.73234, 3.42038, -10.56589], [-1.55463, 4.74833, -11.06453], [-0.87719, 3.17040, -11.71640], [-2.06899, 3.84960, -8.96582], [-0.30293, 3.82771, -9.33004], [-0.49040, 1.42122, -10.06003], [-2.16936, 1.37419, -9.65854], [0.66270, 2.63664, -7.52241], [1.12660, 1.29498, -8.51391], [0.25289, 0.84367, -5.54938], [1.73554, 0.42365, -6.24296], [-0.33127, -1.31788, -6.31726], [0.64576, -1.16313, -7.76026], [-2.22966, -0.22961, -7.42843], [-1.19226, -0.40611, -8.90602], [-1.48019, 3.30271, -7.15014], [-1.52223, 1.88110, -6.04024], [-3.52461, 1.08678, -6.91014], [-3.50545, 2.32861, -8.27869], [-4.15210, 4.06678, -6.62030], [-3.72424, 3.00447, -5.22951], [-5.08393, 2.60673, -6.26217], [-3.86586, 3.62898, 5.45369], [-3.30076, 2.86052, 4.25852], [-2.70590, 3.78486, 3.18158], [-1.62605, 4.71216, 3.77720], [-1.28059, 6.15449, 2.65403], [-2.67532, 6.54811, 1.56421], [-2.81628, 5.79188, 0.27738], [-3.86408, 6.49510, -0.58372], [-3.30182, 7.73100, -1.34145], [-0.95163, 7.62706, 3.71698], [0.28629, 7.32723, 4.63190], [0.34363, 8.24048, 5.83862], [-0.83391, 8.09677, 6.81834], [0.22021, 5.86053, 1.70529], [0.27817, 4.45279, 1.11737], [1.47326, 4.30196, 0.26691], [2.75580, 4.61464, 1.00898], [-3.08599, 3.81541, 6.23895], [-4.67970, 3.02858, 5.85947], [-4.23198, 4.63151, 5.19310], [-4.12205, 2.36476, 3.75027], [-2.59323, 2.06060, 4.55249], [-3.49854, 4.44425, 2.81138], [-2.33957, 3.19351, 2.31141], [-0.72126, 4.25561, 4.13008], [-1.98599, 5.17924, 4.70945], [-2.45377, 7.61428, 1.35097], [-3.62927, 6.51710, 2.12094], [-3.12703, 4.73808, 0.44364], [-1.81371, 5.86408, -0.18967], [-4.70460, 6.78099, 0.06060], [-4.29284, 5.82543, -1.35045], [-3.97396, 8.58452, -1.53593], [-2.97433, 7.36727, -2.29977], [-2.40459, 8.11939, -0.83450], [-1.80950, 7.81891, 4.36130], [-0.76891, 8.52585, 3.11944], [1.23944, 7.42376, 4.07283], [0.25366, 6.31073, 4.97579], [0.31834, 9.30824, 5.58980], [1.26147, 8.01965, 6.38634], [-0.67463, 8.68238, 7.75516], [-1.07213, 7.02216, 7.03915], [-1.75697, 8.58308, 6.41799], [0.98849, 5.95921, 2.49880], [0.25561, 6.62155, 0.91425], [-0.55074, 4.16117, 0.48820], [0.23843, 3.72142, 1.91399], [1.39599, 4.98714, -0.59500], [1.55206, 3.30987, -0.18755], [2.81578, 4.17154, 1.98432], [2.92553, 5.69340, 1.12368], [3.66995, 4.29000, 0.47287], [-3.97974, -6.06526, 5.34215], [-3.26964, -5.29093, 4.20627], [-4.01910, -4.02758, 3.75302], [-3.19435, -3.20872, 2.77575], [-4.14132, -1.75503, 2.17113], [-4.80714, -0.76417, 3.59974], [-6.08819, -1.08480, 4.37472], [-6.18818, -0.21848, 5.62939], [-6.45071, 1.23591, 5.26775], [-3.05425, -0.63993, 1.22062], [-3.80602, 0.43833, 0.45375], [-3.01122, 1.48431, -0.36876], [-3.86250, 2.55050, -1.08116], [-5.46388, -2.30558, 1.02610], [-5.01724, -3.36486, -0.08802], [-6.15058, -3.53556, -1.09692], [-6.60893, -2.26094, -1.78703], [-3.87957, -5.51027, 6.25405], [-3.52782, -7.04770, 5.48905], [-5.00847, -6.26894, 5.03639], [-3.17505, -5.94713, 3.32934], [-2.23465, -4.93778, 4.37941], [-4.28713, -3.39377, 4.58721], [-4.96751, -4.33295, 3.27957], [-2.75897, -3.84080, 1.95459], [-2.30493, -2.83028, 3.26653], [-4.77873, 0.22744, 3.12294], [-3.99648, -0.62089, 4.27396], [-6.12886, -2.15792, 4.58833], [-6.96660, -0.89474, 3.76859], [-5.23649, -0.31394, 6.14365], [-6.95720, -0.52337, 6.34873], [-6.73938, 1.75476, 6.21018], [-7.31072, 1.18221, 4.62100], [-5.59808, 1.72660, 4.79526], [-2.51101, -1.31496, 0.55112], [-2.32292, -0.25760, 1.92833], [-4.39221, 1.02046, 1.20499], [-4.55017, 0.01172, -0.26616], [-2.37306, 0.92440, -1.07791], [-2.39036, 2.03264, 0.33738], [-4.58458, 2.13293, -1.78212], [-3.20426, 3.26323, -1.61629], [-4.45946, 3.07247, -0.34274], [-5.85741, -1.39836, 0.52104], [-6.32255, -2.61469, 1.63736], [-4.78676, -4.34146, 0.36470], [-4.16651, -3.04644, -0.68256], [-6.96759, -4.10262, -0.65593], [-5.77115, -4.20475, -1.86639], [-5.72604, -1.54908, -1.87691], [-7.35674, -1.69428, -1.24907], [-6.96873, -2.44557, -2.82394], [-2.78541, -1.67127, -3.35445], [-2.66308, -1.74170, -2.04670], [-1.74332, -2.31721, -3.81275], [-3.80451, -2.48664, -3.69206], [-2.97968, 0.01243, -4.08372], [-3.98802, 0.64888, -3.24386], [-1.60730, 0.58290, -4.04051], [-3.42513, -0.44989, -5.41335], [0.18335, 0.91826, 3.99881], [1.47675, 0.90573, 3.79444], [-0.00238, 1.70742, 5.01399], [-0.36535, 1.50989, 2.97702], [-0.54203, -0.73504, 4.15155], [0.12347, -1.36174, 5.29184], [-1.98090, -0.40923, 4.31740], [-0.19449, -1.30452, 2.85399], [3.67963, -1.12117, -4.82238], [2.57049, -1.78916, -4.77710], [4.17386, -1.17931, -6.05816], [3.32994, 0.13762, -4.58395], [4.93069, -1.64165, -3.56544], [5.29776, -3.00416, -4.04048], [6.04231, -0.69056, -3.72743], [4.23686, -1.48265, -2.26956], [-0.43434, -4.47471, -0.29218], [-1.18830, -5.55749, -0.31053], [0.09082, -4.38127, -1.51531], [-1.12514, -3.34677, -0.07090], [0.92495, -4.56569, 0.93464], [1.78255, -5.70015, 0.46133], [1.49507, -3.22647, 1.04304], [0.18764, -4.84060, 2.15465], [6.30088, -2.76491, 3.48189], [6.08155, -3.96980, 3.93263], [6.75028, -2.01221, 4.46108], [7.35801, -2.88657, 2.66523], [4.82418, -2.13805, 2.62824], [3.90871, -2.06253, 3.71248], [5.18852, -0.83220, 2.08000], [4.59382, -3.13357, 1.60829]], "atomic_forces_ev_per_a": [[-0.6, 0.4, -0.6], [2.1, 1.6, 0.5], [0.2, -0.5, 0.4], [-0.5, 0.1, 0.2], [-0.1, -0.3, -0.9], [-2.2, 0.5, 0.0], [0.0, -0.5, 0.3], [0.2, -0.5, -0.5], [0.9, -0.1, 0.4], [-0.1, -0.7, 0.3], [0.1, 0.1, -0.4], [-0.1, 0.1, 0.5], [-0.5, -0.2, -0.3], [-0.1, -0.1, -0.1], [-0.2, 0.1, 0.0], [0.4, 0.0, 0.3], [0.1, -0.3, 0.1], [0.1, 0.5, -0.2], [-0.1, 0.6, -0.8], [-0.7, -0.5, -0.6], [0.6, 1.1, 0.7], [0.1, -0.2, -0.2], [2.9, -1.3, 1.7], [0.2, -0.5, -1.4], [-0.2, -0.3, 0.8], [-0.1, 0.1, 0.1], [-0.1, 0.7, 0.1], [-0.6, 0.0, 0.7], [-0.3, 0.2, 0.6], [0.7, -0.3, -0.4], [0.0, 0.1, 0.1], [0.7, -0.8, -0.3], [-0.3, 0.1, -0.4], [-0.4, -0.1, -0.5], [0.0, 0.1, -0.4], [-1.8, 1.1, 0.0], [1.5, 0.8, 0.2], [-1.8, -0.7, 1.3], [2.4, 0.8, 0.0], [-2.0, 0.7, 0.7], [0.0, -0.4, -2.4], [0.5, 0.0, 0.1], [-0.1, 0.4, 0.5], [-0.3, -0.5, 0.5], [0.4, 0.0, -0.1], [-0.7, 0.2, 0.1], [0.0, -0.3, 0.1], [-0.4, 0.2, -0.3], [-0.2, 0.0, -0.5], [0.5, 0.0, -0.5], [-0.4, -0.5, -0.2], [0.0, -0.1, 0.1], [0.6, 0.1, 0.7], [0.0, -0.1, 0.2], [1.7, -0.4, -0.2], [-1.9, -1.2, 0.6], [0.8, 1.5, -0.1], [0.2, -0.8, 0.3], [-1.1, 0.1, 0.6], [0.2, 0.7, -0.4], [0.3, -0.4, 0.2], [0.0, 0.1, 0.2], [0.0, -0.1, -0.3], [-0.5, 0.2, -0.1], [-0.1, 0.0, -0.2], [-0.4, 0.0, 0.0], [-0.4, 0.2, -0.5], [0.2, -0.1, 0.1], [-0.1, 0.3, 0.3], [0.0, 0.4, -0.2], [0.4, -0.4, 0.3], [0.7, -0.1, -0.3], [0.3, -1.0, -1.4], [0.5, 0.5, 1.8], [0.9, 0.1, -1.9], [-0.1, -0.1, 0.3], [0.3, -2.1, -1.5], [0.1, 1.0, 0.3], [0.3, 1.1, -0.1], [-0.2, -1.3, 0.4], [-0.9, 0.4, 0.8], [0.5, -0.4, 0.3], [1.3, -0.2, 0.7], [-1.5, -1.0, 0.0], [0.0, 0.6, 0.3], [-0.5, 0.0, 0.0], [-0.3, 0.2, 0.3], [0.2, -0.2, -0.8], [-0.4, 0.5, 0.2], [0.0, 0.0, 0.1], [-0.6, -0.3, 0.1], [0.0, 0.2, 0.5], [-0.2, 0.4, 0.0], [0.4, 0.0, 0.7], [-0.7, -0.2, 0.3], [-0.4, 0.4, -0.1], [0.2, -0.2, -0.5], [-0.1, 0.1, -0.1], [-0.1, 0.0, -0.1], [1.3, 0.1, -0.4], [-0.2, -0.1, -0.1], [0.0, 0.0, 0.4], [-0.2, 0.4, 0.2], [-0.4, 0.4, -0.6], [-0.6, -0.2, 0.1], [0.2, 0.3, 0.0], [0.2, 0.0, -0.4], [0.4, 0.7, 0.2], [0.9, 0.1, 0.6], [0.3, 0.2, -0.5], [0.5, -0.2, 0.2], [-0.7, 1.2, -0.4], [-0.1, 0.0, 1.0], [-0.1, 0.8, 1.0], [0.3, -0.4, -0.7], [-0.6, 0.6, -0.7], [0.2, -0.1, 0.5], [0.8, -0.8, 0.2], [0.0, 0.9, -0.8], [-0.6, 0.4, 1.1], [-0.9, 0.0, 0.2], [-0.8, -0.3, 0.5], [-0.8, -0.3, 0.2], [1.6, -0.1, -1.1], [1.4, 0.7, -0.8], [-0.7, -0.4, -0.5], [0.2, 0.4, 0.4], [-0.2, -0.3, -0.2], [-0.1, -0.2, -0.1], [-0.3, 0.5, 0.0], [-0.1, -0.3, 0.0], [0.0, 0.4, 0.6], [0.7, -0.6, -0.4], [-0.3, 0.0, -0.4], [-0.3, -0.3, 0.0], [0.5, 0.2, 0.1], [0.5, 0.6, -0.1], [-0.6, -0.6, -0.3], [0.1, 0.0, -0.1], [0.2, 0.0, 0.5], [0.0, -0.6, 0.3], [0.3, 0.1, -0.5], [-0.3, 0.1, -0.1], [-0.2, -0.1, -0.2], [-0.1, -0.2, -0.1], [-0.6, 0.0, 0.1], [-0.1, -0.7, 0.3], [0.5, -0.2, -0.4], [0.1, 0.2, -0.1], [0.2, -0.8, -0.6], [0.2, 0.9, 0.1], [0.5, -0.6, 0.0], [0.0, 0.2, -0.9], [0.4, 0.0, 0.3], [-0.7, 0.4, -0.1], [0.3, -0.2, 0.4], [0.0, -0.1, 0.2], [-0.3, -0.1, 0.2], [-0.1, -0.3, 0.6], [-0.3, -0.1, 0.1], [-0.6, -0.1, 0.1], [0.9, 0.0, -1.2], [0.2, 0.2, -0.6], [-0.6, -0.7, -0.4], [0.3, -0.1, -0.8], [-0.1, -0.3, 0.2], [0.0, 0.3, -1.3], [-0.3, -0.5, -0.4], [0.6, -0.1, 0.1], [-0.2, -0.3, 1.2], [0.1, -0.5, -0.3], [-1.5, 1.0, -0.4], [0.2, -0.7, 0.1], [0.1, -0.5, 0.0], [0.3, 0.0, -0.5], [-1.1, 0.6, 1.0], [0.0, -0.6, -0.3], [1.2, 1.0, -0.7], [-0.4, 0.2, 0.6], [0.2, 0.1, 0.0], [-0.1, 0.3, 0.4], [-0.1, 0.1, 0.1], [-0.3, -0.6, 0.6], [0.0, 0.1, 0.5], [0.1, 0.1, 0.1], [-0.8, 0.7, 0.4], [0.1, 0.3, 0.2], [-0.7, 0.0, 0.1], [0.9, -0.5, 0.6], [0.1, 0.2, 0.2], [-0.2, 0.0, -0.3], [0.2, 0.0, 0.4], [0.0, -0.3, -0.4], [0.3, 0.0, -0.8], [-0.4, 0.7, -0.4], [-0.4, -0.2, 0.0], [0.1, 0.1, -0.1], [0.1, 0.2, 0.1], [0.1, -0.3, -0.5], [0.6, 0.1, 0.6], [-0.3, 0.5, 0.3], [0.6, -0.1, 0.1], [0.3, -0.1, 0.0], [-0.4, -0.3, 0.2], [0.0, 0.4, 0.3], [0.4, -0.4, 0.3], [0.3, -0.5, -0.2], [0.0, 0.4, 0.0], [0.4, 0.4, 0.4], [-0.3, 0.2, 0.2], [0.1, -0.1, -0.1], [-0.9, -0.8, -0.1], [-0.4, -0.1, 0.2], [0.2, 0.1, 0.8], [-0.6, -1.3, -0.5], [-0.2, 0.8, 1.8], [2.0, 0.0, -1.1], [-0.9, 0.6, 0.2], [0.2, -0.7, -0.8], [1.0, -0.4, -0.9], [-2.1, -0.5, -0.3], [0.6, 1.2, 1.1], [0.4, -0.6, 0.5], [1.6, -0.6, -0.3], [-0.7, 0.9, 2.2], [-1.2, 1.0, -2.2], [-0.9, -0.7, 0.4], [-0.6, 0.3, -0.7], [1.9, -0.5, 0.0], [-0.3, 0.0, 0.6], [0.7, 1.0, 0.1], [-1.1, -1.6, 0.2], [0.3, -0.2, -0.2], [0.3, 1.2, 0.2], [0.2, -1.5, 0.5], [-0.6, 2.0, 1.1], [-0.3, -0.2, 0.0], [0.8, -0.5, -1.9], [1.1, 0.4, -0.9], [-0.5, 0.2, 0.7], [0.3, 0.3, -0.4], [-0.5, -0.5, 0.1], [0.6, -1.6, 0.6], [-1.0, 2.3, 0.6], [0.5, -0.6, -1.1], [-0.1, -0.6, 0.1], [1.6, 0.5, -0.6], [-0.8, -1.5, 0.8], [-0.6, 0.8, 0.9], [0.2, 0.0, -1.2], [1.6, 1.2, -0.7], [-1.6, -0.3, 1.1], [0.1, -0.7, 0.1], [-0.3, -0.5, -0.1]]}

---

M
In order: 87.13, 1795.13
Unit: g mol⁻¹
Lowest unoccupied orbital energy
In order: 1.033, -2.788
Unit: eV